(i)
The following is a DFT calculation (ωB97M-V with the def2-TZVPD basis set) of one molecule with the formula FNO4S.

The SMILES is O=[N+]([O-])S(=O)(=O)F. The HOMO energy is -12.50 eV.

Last column: Löwdin charge in e.
Geometry (Å):
O 1.350 -0.191 1.320  0.144
N 0.447 -0.563 0.646  -0.472
O -0.176 -1.550 0.627  0.130
S -0.284 0.498 -0.647  0.770
O 0.503 1.516 -1.236  -0.209
O -0.999 -0.307 -1.585  -0.213
F -1.283 1.133 0.471  -0.150



(ii)
The following is a DFT calculation (ωB97M-V with the def2-TZVPD basis set) of FNO4S as an isolated structure.

The HOMO energy is -12.12 eV.

Last column: Löwdin charge in e.
Geometry (Å):
N -1.290 0.106 -0.138  -0.523
O -0.291 -0.141 -0.961  -0.121
O -1.053 -0.322 0.992  -0.052
O -2.274 0.676 -0.479  0.167
O 1.328 0.910 0.738  -0.316
F 2.465 -0.798 -0.520  -0.308
S 1.116 -0.431 0.368  1.152



Energetically preferred structure: (i) | next structure: +18.7 kcal/mol



(i)
The following is a DFT calculation (ωB97M-V with the def2-TZVPD basis set) of a 2-piece molecular cluster, C4H12OS overall.

The SMILES is CCCSC.O. The HOMO energy is -8.50 eV.

Last column: Löwdin charge in e.
Geometry (Å):
C -1.088 -0.564 1.097  -0.139
C 0.199 -0.951 0.440  -0.368
C 1.018 0.195 -0.142  -0.535
S 2.668 -0.366 -0.693  0.755
C 3.356 1.143 -1.483  -0.419
H -1.640 0.036 0.355  0.072
H -0.852 0.077 1.963  0.082
H -1.739 -1.388 1.437  0.078
H 0.688 -1.579 1.209  0.112
H -0.032 -1.599 -0.427  0.109
H 0.568 0.617 -1.061  0.082
H 1.175 1.028 0.570  0.081
H 2.938 1.223 -2.501  0.028
H 4.456 1.148 -1.553  0.035
H 3.035 2.023 -0.901  0.032
O -5.222 -0.225 0.792  -0.090
H -4.699 0.308 0.152  0.043
H -4.828 -1.125 0.746  0.043



(ii)
The following is a DFT calculation (ωB97M-V with the def2-TZVPD basis set) of a 2-piece molecular cluster, C4H12OS overall.

The SMILES is CCO.CSC. The HOMO energy is -8.43 eV.

Last column: Löwdin charge in e.
Geometry (Å):
C -3.464 -0.019 -0.713  -0.122
C -2.446 -0.953 -1.592  -0.293
O -1.972 -0.181 -2.720  -0.149
H -4.639 -0.250 -0.747  0.102
H -3.147 -0.060 0.347  0.041
H -3.263 1.074 -0.980  0.066
H -3.153 -1.923 -1.819  0.134
H -1.445 -1.234 -0.930  0.135
H -2.350 0.731 -2.823  0.090
C 0.901 -0.328 1.883  -0.481
S 2.276 0.800 1.622  0.700
C 2.804 0.028 0.038  -0.424
H 1.147 -1.355 1.411  0.058
H -0.019 0.067 1.456  0.010
H 0.571 -0.452 2.928  0.031
H 2.096 -0.803 -0.245  0.038
H 2.981 0.851 -0.733  0.047
H 3.819 -0.366 0.241  0.020



Energetically preferred structure: (i) | next structure: +43.9 kcal/mol



(i)
The following is a DFT calculation (ωB97M-V with the def2-TZVPD basis set) of one molecule with the formula C3H5IS.

The SMILES is C/C(I)=C\S. The HOMO energy is -8.55 eV.

Last column: Löwdin charge in e.
Geometry (Å):
C -0.666 0.993 0.401  -0.158
C -0.490 -0.282 -0.373  -0.839
I -1.843 -0.547 -2.017  0.781
C 0.595 -1.051 -0.366  -0.649
S 1.963 -1.066 0.735  0.744
H -1.342 0.678 1.200  0.087
H -1.141 1.810 -0.347  0.117
H 0.267 1.167 0.728  -0.018
H 0.683 -1.931 -1.100  0.069
H 1.973 0.229 1.140  -0.135



(ii)
The following is a DFT calculation (ωB97M-V with the def2-TZVPD basis set) of a 2-piece molecular cluster, C3H5IS overall.

The SMILES is C=C=C.SI. The HOMO energy is -8.91 eV.

Last column: Löwdin charge in e.
Geometry (Å):
C -1.623 -0.438 -1.082  -0.020
C -0.952 -0.374 0.026  -0.249
C -0.390 -0.328 1.194  -0.079
H -1.176 -0.676 -2.050  0.055
H -2.715 -0.443 -1.262  0.069
H 0.040 0.669 1.557  0.066
H -0.583 -1.139 2.000  0.096
S 2.018 1.442 -0.753  0.010
I 3.243 -0.471 -0.154  0.329
H 2.137 1.758 0.523  -0.279



Energetically preferred structure: (i) | next structure: +25.2 kcal/mol



(i)
The following is a DFT calculation (ωB97M-V with the def2-TZVPD basis set) of one molecule with the formula C3H3ClN2.

The SMILES is Clc1cn[nH]c1. The HOMO energy is -9.10 eV.

Last column: Löwdin charge in e.
Geometry (Å):
Cl 1.991 -0.033 -0.026  0.612
C 0.261 0.007 0.083  -0.701
C -0.541 1.198 0.000  -0.138
N -1.813 0.746 -0.046  0.001
N -1.813 -0.609 -0.022  -0.042
C -0.573 -1.104 0.033  -0.137
H -0.310 2.259 0.191  0.114
H -2.717 -1.074 -0.031  0.159
H -0.330 -2.181 0.055  0.130



(ii)
The following is a DFT calculation (ωB97M-V with the def2-TZVPD basis set) of C3H3ClN2 as an isolated structure.

The HOMO energy (spin up / spin down) is -8.81 / -9.46 eV.

Last column: Löwdin charge in e.
Geometry (Å):
C -0.750 0.515 -0.743  -0.223
C -0.667 0.945 0.551  -0.681
C 0.878 -0.810 0.030  -0.505
N 0.155 -0.426 -1.142  0.062
N 0.762 -0.164 1.168  0.139
Cl -1.278 2.042 1.515  0.796
H -1.586 0.835 -1.377  0.115
H 0.542 -1.846 -0.006  0.151
H 1.943 -1.092 0.003  0.145



Energetically preferred structure: (i) | next structure: +103.8 kcal/mol



(i)
The following is a DFT calculation (ωB97M-V with the def2-TZVPD basis set) of one molecule with the formula C7H13NO.

The SMILES is C=C[C@](CC)(N=C)OC. The HOMO energy is -9.46 eV.

Last column: Löwdin charge in e.
Geometry (Å):
C 0.200 -2.122 1.107  0.048
C 0.096 -1.458 -0.058  -0.090
C -0.147 0.053 -0.163  -0.553
C 0.996 0.711 -1.139  -0.102
C 2.372 0.861 -0.359  -0.087
N -0.123 0.621 1.089  0.040
C -0.745 1.705 1.387  0.026
O -1.294 0.189 -1.007  -0.167
C -2.551 -0.254 -0.548  -0.113
H 0.091 -3.104 1.271  0.007
H 0.410 -1.500 2.012  0.076
H 0.007 -1.943 -1.022  0.112
H 0.807 1.642 -1.578  0.081
H 1.149 0.093 -1.987  0.087
H 2.840 -0.115 -0.339  0.061
H 2.170 1.170 0.651  0.039
H 3.018 1.752 -0.607  0.082
H -0.636 2.112 2.429  0.093
H -1.358 2.200 0.660  0.073
H -2.891 0.575 0.193  0.090
H -2.618 -1.283 -0.037  0.109
H -3.300 -0.169 -1.368  0.089



(ii)
The following is a DFT calculation (ωB97M-V with the def2-TZVPD basis set) of a 2-piece molecular cluster, C7H13NO overall.

The SMILES is C=CC(=O)CC.C=CN. The HOMO energy is -8.28 eV.

Last column: Löwdin charge in e.
Geometry (Å):
C -1.298 0.527 1.750  0.043
C -0.302 -0.350 1.685  -0.108
C 0.888 -0.273 0.809  -0.462
O 1.765 -1.106 0.891  0.076
C 1.022 0.908 -0.131  -0.203
C 1.680 2.066 0.616  -0.086
H -2.117 0.381 2.440  0.063
H -1.352 1.406 1.137  0.058
H -0.301 -1.220 2.329  0.113
H 0.054 1.210 -0.527  0.088
H 1.668 0.601 -0.956  0.116
H 1.866 2.894 -0.073  0.075
H 1.034 2.420 1.424  0.073
H 2.628 1.745 1.038  0.081
C -0.917 -2.233 -0.707  -0.039
C -0.515 -1.544 -1.766  -0.307
N -1.258 -0.558 -2.402  0.041
H -1.861 -2.034 -0.230  0.054
H -0.323 -3.034 -0.311  0.056
H 0.438 -1.745 -2.239  0.112
H -2.050 -0.222 -1.878  0.081
H -0.751 0.159 -2.897  0.078



(iii)
The following is a DFT calculation (ωB97M-V with the def2-TZVPD basis set) of C7H13NO as an isolated structure.

The HOMO energy is -7.47 eV.

Last column: Löwdin charge in e.
Geometry (Å):
C -1.011 2.111 0.189  -0.089
C -0.174 -2.522 0.356  -0.037
C 1.316 0.471 1.133  -0.039
C 1.519 0.038 -1.349  -0.020
C -1.412 -0.297 -0.285  -0.344
C -0.372 -1.087 0.031  -0.189
C 0.598 0.057 -0.135  -0.407
O -2.735 -0.499 -0.459  0.104
N -0.726 0.898 -0.540  -0.045
H -3.138 0.340 -0.713  0.108
H -0.219 2.833 -0.011  0.085
H -1.949 2.540 -0.175  0.079
H -1.091 1.962 1.275  0.086
H 0.457 -3.012 -0.388  0.074
H -1.137 -3.028 0.380  0.079
H 0.306 -2.639 1.330  0.074
H 2.165 -0.189 1.305  0.086
H 1.692 1.490 1.042  0.081
H 0.657 0.412 1.997  0.084
H 1.364 0.925 -1.960  0.079
H 2.567 0.027 -1.052  0.073
H 1.323 -0.832 -1.970  0.081



Energetically preferred structure: (ii) | next structure: +4.4 kcal/mol